Entry 1:
53
Properties=species:S:1:pos:R:3:forces:R:3:mulliken_charge:R:1 method="wB97M-V/def2-TZVPD" total_energy_ha=-1584.487395 e_homo_ev=-7.24 de_lowest_ev=0.2166 gap_ha=0.2912
Cd -0.53221 0.58813 -0.77929 -0.182 0.368 -0.517 1.308
Si -2.63771 -0.82877 -1.19649 -1.006 -0.886 -0.225 0.654
F -1.66841 3.13563 -0.70439 0.040 0.155 -0.298 -0.279
F 0.43949 3.62423 -1.22099 0.027 -0.055 -0.132 -0.285
O -0.10711 2.06423 1.45381 0.031 -0.237 -0.142 -0.189
O 2.33409 0.75443 1.23311 -0.248 0.069 0.054 0.002
O 1.51519 -1.69227 -0.22529 0.056 0.183 -0.009 -0.029
O -0.30611 -0.72587 1.74951 -0.095 0.144 -0.169 -0.094
O 1.97629 0.36913 -1.88179 -0.449 -0.138 0.158 -0.478
C -2.67271 -2.77467 -1.16659 0.349 0.718 0.095 -1.373
C -0.60651 2.74633 -1.57179 -0.172 0.112 0.557 -0.289
C -0.36251 0.07863 2.90441 -0.013 0.332 0.039 -0.492
C -4.06711 -0.36767 0.01651 0.620 0.049 -0.295 -1.266
C 2.47359 -0.90597 -2.23309 -0.151 -0.433 0.031 -0.745
C 2.84799 1.22333 -1.16349 0.290 0.167 0.438 -0.521
C 1.06009 2.78293 1.77661 0.533 -0.083 -0.164 -0.821
C 3.30909 0.71283 0.21711 0.009 -0.094 -0.443 -0.699
C -0.84081 1.48493 2.50211 -0.151 -0.499 0.205 -0.806
C 1.59829 -1.99387 -1.59749 0.151 0.279 -0.193 -0.358
C 0.46939 -1.89287 1.89741 0.170 -0.324 -0.306 -0.826
C 0.67109 -2.53247 0.52661 -0.159 0.019 0.432 -0.369
C -3.40341 -0.49697 -2.94029 0.480 0.128 0.530 -1.280
C 2.28009 1.88533 2.07711 -0.362 0.081 0.200 -0.675
H 2.04809 -2.98567 -1.75919 -0.073 0.100 -0.058 0.375
H 3.19559 2.48613 2.01061 -0.056 0.000 -0.028 0.495
H 2.43029 -1.00417 -3.32539 0.084 -0.028 0.142 0.370
H -3.63261 -3.11937 -1.53859 -0.257 0.039 -0.090 0.424
H 1.13519 -3.52287 0.64791 -0.110 0.060 0.024 0.349
H 3.74259 1.43043 -1.77379 -0.129 -0.029 0.113 0.346
H -2.74461 -0.81867 -3.74299 0.169 -0.052 -0.106 0.323
H -4.27291 0.69923 -0.02329 -0.011 0.196 0.007 0.332
H -3.82161 -0.61827 1.04551 0.097 -0.046 0.181 0.311
H 1.45469 -1.63767 2.31131 -0.093 -0.012 0.027 0.332
H 3.57689 -0.34567 0.13801 0.142 0.186 -0.018 0.320
H 0.62689 0.12653 3.38041 -0.107 -0.050 -0.071 0.262
H -1.07361 -0.35157 3.63071 0.127 0.149 -0.060 0.423
H -1.90641 -3.22487 -1.79349 0.158 -0.032 -0.146 0.367
H -2.55151 -3.18227 -0.16779 0.040 -0.043 0.272 0.381
H 2.20899 1.51063 3.10911 0.090 0.051 -0.206 0.322
H -0.03701 -2.60817 2.56601 0.111 0.085 -0.093 0.471
H -4.34191 -1.03247 -3.05909 -0.165 -0.142 0.125 0.334
H -0.29951 -2.64567 0.03171 0.039 -0.036 -0.020 -0.067
H 2.27389 2.14393 -1.04719 0.155 0.093 -0.023 0.288
H 0.88569 3.44733 2.63731 -0.012 -0.076 -0.119 0.400
H -3.60721 0.55873 -3.09189 -0.015 0.236 -0.028 0.336
H -1.86251 1.40843 2.11411 0.047 0.022 0.170 0.258
H -4.98811 -0.88807 -0.23699 -0.077 -0.153 -0.148 0.402
H 4.20119 1.28323 0.51401 -0.087 -0.038 -0.046 0.443
H -0.83351 2.13833 3.38651 -0.069 -0.100 -0.075 0.396
H 0.59709 -1.97517 -2.06019 0.106 -0.057 0.111 0.076
H -0.94001 3.12263 -2.55949 0.212 -0.422 0.277 0.137
H 3.51299 -1.02377 -1.90869 -0.078 0.009 -0.049 0.401
H 1.25289 3.39003 0.89171 -0.008 0.032 0.093 0.302

---

Entry 2:
22
Properties=species:S:1:pos:R:3:forces:R:3:mulliken_charge:R:1 method="wB97M-V/def2-TZVPD" smiles=C[C@H](O)CNCCN total_energy_ha=-383.619897 e_homo_ev=-8.36 de_lowest_ev=2.1989 gap_ha=0.3427
O 2.25317 -1.36215 0.51016 -0.034 -0.147 0.039 -0.573
N 0.04458 -0.32157 -1.13435 -1.186 -0.430 -0.002 -0.285
N -1.69441 2.35687 -0.34273 -0.296 -0.456 -1.173 -0.521
C 0.17127 -0.26268 0.29966 1.247 0.314 0.397 -0.588
C 0.64293 -1.80566 2.26227 0.886 -0.072 0.505 -1.395
C 0.84576 -1.53189 0.80178 0.861 -0.188 -0.689 0.254
C -0.79274 2.02814 -1.42533 1.220 0.866 -0.420 -0.328
C -0.86908 0.56378 -1.84327 0.255 -0.296 0.750 -0.897
H 0.52065 -2.35093 0.15909 -0.440 -0.120 0.166 0.304
H 0.92076 -0.43944 -1.60345 0.412 0.144 0.158 0.237
H -0.95723 2.73303 -2.24545 -0.538 -0.285 -0.221 0.396
H -0.34149 -2.14412 2.49047 -1.087 0.359 0.157 0.361
H 0.27175 2.25363 -1.20708 -0.111 -0.276 0.300 0.259
H -1.74770 1.64849 0.36385 0.094 0.471 0.529 0.163
H 1.24609 -2.60565 2.69502 0.431 -0.157 -0.572 0.406
H 0.96678 -0.92629 2.81282 -0.455 0.245 0.266 0.309
H 2.64570 -2.24350 0.50867 0.055 0.201 0.022 0.317
H 0.80689 0.59350 0.59172 0.079 -0.187 0.230 0.345
H -1.88041 0.24165 -1.61253 -0.368 -0.166 -0.240 0.388
H -0.65198 0.35678 -2.88926 -0.270 0.483 -0.164 0.395
H -0.71489 -0.11119 0.91053 -0.775 -0.194 -0.694 0.259
H -1.68641 3.32921 -0.10261 0.019 -0.107 0.655 0.194

---

Entry 3:
9
Properties=species:S:1:pos:R:3:forces:R:3:mulliken_charge:R:1 method="wB97M-V/def2-TZVPD" smiles="C=CC(F)(F)Cl" total_energy_ha=-776.004115 e_homo_ev=-10.99 de_lowest_ev=0.4086 gap_ha=0.4371
Cl 2.08352 1.39581 -0.22356 -0.073 0.022 0.093 -0.173
F 1.63905 -1.02869 -0.79810 -0.899 0.802 0.780 -0.226
F 1.07138 -0.42597 1.23981 0.544 -0.438 0.433 -0.219
C -0.41677 0.28031 -0.41641 2.244 0.874 0.192 -0.334
C 1.04216 -0.03102 -0.02934 -0.262 -0.412 -0.910 0.770
C -1.38312 -0.29118 0.27923 -0.918 1.645 -2.399 -0.656
H -0.37528 1.17177 -1.08765 -1.069 -1.212 0.226 0.282
H -2.40660 -0.07854 0.01753 -0.223 0.237 0.087 0.258
H -1.25433 -0.99251 1.01849 0.656 -1.519 1.497 0.298

---

Entry 4:
30
Properties=species:S:1:pos:R:3:forces:R:3:mulliken_charge:R:1 method="wB97M-V/def2-TZVPD" charge=+1 total_energy_ha=-714.735280 multiplicity=3 e_homo_ev="-8.83 / -12.91" gap_ha="0.2113 / 0.3088"
Si 1.49721 1.10170 -1.11172 -0.482 0.498 -0.422 0.637
N -2.23994 -1.61555 0.50271 -4.333 -2.001 2.082 0.128
N -0.72199 -0.48108 1.68983 0.378 -1.624 0.434 0.093
C -1.35574 -1.21977 -0.39198 4.619 2.473 -1.462 -0.267
C -1.86375 -1.38619 1.80556 0.544 0.022 -0.686 -0.501
C -3.57258 -2.12229 0.20608 -0.055 -2.002 0.669 -0.957
C 1.20068 2.90469 -0.45625 0.244 -1.173 0.719 -1.020
C 3.35150 0.51822 -0.75129 -0.758 3.007 -2.154 -0.995
C -0.20045 -0.68198 0.32724 -0.698 0.449 -2.581 -0.692
C 1.01920 1.14606 -3.05463 -0.564 1.074 0.486 -1.045
C 0.25320 -0.66490 2.80165 -2.819 -0.263 0.695 -0.727
H -3.88049 -3.08863 0.86311 0.758 2.631 -1.143 0.325
H 0.13031 3.14339 -0.13833 1.712 -0.323 -0.052 0.295
H 3.67703 0.63748 0.29126 -0.129 -0.693 -0.451 0.342
H -4.28410 -1.28874 0.24167 -0.228 -0.538 0.040 0.367
H -1.29278 -1.23863 -1.48022 -0.900 -0.631 0.487 0.471
H 1.47166 3.57701 -1.26110 -0.051 0.165 -0.311 0.375
H 1.78861 0.64589 -3.61617 0.564 -0.210 -0.199 0.365
H -0.46686 -0.46890 3.73145 2.372 -0.634 -1.490 0.297
H 1.07123 2.27634 -3.34500 -0.262 -2.007 0.521 0.272
H 1.00039 0.09822 2.62725 0.493 -0.261 0.507 0.292
H 0.05937 0.69100 -3.46285 0.971 0.746 0.988 0.298
H 0.50189 -1.73547 2.61623 0.558 0.936 1.033 0.352
H 3.49044 -0.38635 -1.33937 0.423 -0.321 0.722 0.337
H -1.12779 0.40735 1.72577 -0.363 2.246 0.054 0.359
H 0.56213 -1.41181 0.26189 1.430 -0.275 0.565 0.365
H -2.58491 -1.19496 2.57638 -0.236 0.013 0.245 0.368
H 2.04011 3.00947 0.30142 -1.503 0.256 -0.299 0.268
H -3.46376 -2.53508 -0.79103 -0.546 0.134 -0.277 0.326
H 3.94018 1.36349 -1.36956 -1.138 -1.695 1.280 0.272

---

Entry 5:
30
Properties=species:S:1:pos:R:3:forces:R:3:mulliken_charge:R:1 method="wB97M-V/def2-TZVPD" smiles=Cc1c[nH]c2ccccc12.CCC total_energy_ha=-522.166941 e_homo_ev=-7.93 de_lowest_ev=1.4513 gap_ha=0.3236
N -1.13321 -0.84009 -1.85083 0.530 0.718 0.292 -0.058
C -1.65462 0.46438 -1.94779 -0.211 -1.661 0.430 -0.946
C 2.56870 -1.26602 -1.75584 -0.568 0.791 0.556 -0.408
C -0.35447 -1.16324 3.06407 0.084 0.474 0.826 -0.304
C 1.24718 -1.67877 -1.82179 0.373 -1.299 -0.017 -0.734
C -1.77265 -1.72834 2.86718 0.293 2.199 1.862 -1.032
C 1.88735 1.07548 -1.56903 0.610 -0.585 -0.578 -0.503
C 0.57366 0.64190 -1.68537 -1.363 -0.793 1.745 0.907
C -0.67123 1.36528 -1.76081 0.909 0.290 -0.977 0.738
C -0.71857 2.83773 -1.63925 -1.189 0.832 0.736 -1.319
C -0.26322 0.36988 2.96510 0.038 0.679 -1.370 -0.926
C 0.22596 -0.75378 -1.59424 0.609 1.202 -2.207 -0.093
C 2.86856 0.10914 -1.55879 0.678 -1.103 -0.845 -0.647
H 0.34546 -1.69556 2.44166 0.574 0.203 -0.339 0.362
H -2.28952 -1.45071 1.93266 0.589 -0.852 0.102 0.278
H 3.36007 -2.00151 -1.87463 -0.083 0.243 -0.083 0.386
H 3.91921 0.36277 -1.68115 -0.151 0.280 0.428 0.313
H 0.17988 0.67412 1.99653 -0.319 0.093 0.420 0.104
H 0.01837 -1.23074 4.11457 -0.708 -1.267 -0.596 0.248
H -1.19870 0.95810 3.11142 0.267 -0.827 -0.257 0.304
H -2.71460 0.53974 -2.12574 -0.031 0.373 0.166 0.455
H 2.20803 2.09351 -1.71827 -0.321 0.332 0.300 0.404
H -1.85971 -2.70448 3.32665 -0.286 -0.474 -0.788 0.328
H -1.65578 -1.69104 -1.76540 -0.190 0.078 -0.116 0.221
H -2.22989 -1.04930 3.59733 -0.953 -0.390 0.003 0.276
H -0.10616 3.10753 -0.76860 0.046 0.265 -0.402 0.327
H 1.08401 -2.71806 -2.16908 -0.299 0.635 0.619 0.301
H 0.38176 0.73591 3.75020 0.431 0.172 0.072 0.356
H -0.50916 3.48136 -2.49675 0.624 -0.474 -0.136 0.285
H -1.73671 3.15480 -1.38399 0.015 -0.133 0.153 0.374

---

Entry 6:
23
Properties=species:S:1:pos:R:3:forces:R:3:mulliken_charge:R:1 method="wB97M-V/def2-TZVPD" smiles=CCCCC.O.O total_energy_ha=-350.523513 e_homo_ev=-10.58 de_lowest_ev=1.5992 gap_ha=0.4038
O -3.88316 -0.15038 -1.83235 -0.942 0.954 0.143 -0.653
O 0.85489 -2.46266 -0.83992 -0.539 0.145 -0.623 -0.618
C 0.02998 0.81236 -0.16959 0.023 -0.317 2.320 -0.378
C 2.48253 0.39380 0.04636 1.672 -3.039 -0.935 -1.101
C -1.36561 0.20146 1.84484 -1.095 -1.661 -0.534 -1.148
C 0.07236 0.11619 1.27565 -1.615 1.857 -0.975 -0.274
C 1.42421 1.20118 -0.63021 0.849 1.155 -1.809 -0.419
H -2.11139 -0.25825 1.15319 0.511 0.471 -0.267 0.129
H -3.56864 -0.66765 -2.56950 0.564 -0.435 0.404 0.303
H 1.47182 1.11234 -1.73288 0.049 -0.631 0.259 0.274
H 3.49527 0.43743 -0.37509 -0.035 1.276 0.260 0.366
H 2.48374 0.45775 1.11495 0.340 0.567 0.460 0.302
H 0.55464 -0.85864 1.21528 -0.749 -0.221 0.002 0.359
H 0.13165 -2.89679 -1.31118 0.107 -0.438 0.284 0.314
H -0.70793 1.64953 -0.08803 0.636 -0.698 -0.490 0.367
H -1.48219 -0.55714 2.62500 0.113 0.696 0.727 0.387
H -1.83305 1.19990 2.09497 1.178 -0.986 -0.029 0.314
H 1.79893 2.26071 -0.62740 -1.144 -0.439 0.955 0.287
H 0.82976 -1.60882 -1.29062 0.429 0.153 0.268 0.263
H -0.34750 -0.01673 -0.77917 -0.286 0.567 -0.332 0.068
H 2.46384 -0.72745 -0.10914 -1.047 0.839 0.079 0.217
H 0.67413 0.66577 1.96419 0.583 0.693 0.365 0.312
H -3.46829 -0.30391 -0.97933 0.398 -0.507 -0.532 0.328